(1)
{"formula": "C23H21AsF6N2O5PPbS2", "method": "ωB97M-V/def2-TZVPD", "species": ["Pb", "O", "C", "C", "C", "N", "C", "C", "C", "O", "O", "C", "O", "O", "H", "H", "H", "F", "As", "F", "F", "F", "F", "F", "C", "P", "C", "C", "C", "C", "C", "C", "C", "C", "C", "C", "C", "C", "H", "H", "H", "H", "H", "H", "H", "H", "H", "H", "H", "H", "H", "S", "C", "N", "C", "C", "S", "H", "H", "H", "H", "H"], "xyz": [[1.91, 0.13, -1.02], [-0.85, 4.93, -4.62], [-0.42, 3.99, -3.79], [-0.74, 3.95, -2.43], [-0.25, 2.93, -1.65], [0.55, 1.96, -2.13], [0.88, 2.02, -3.42], [0.40, 2.99, -4.29], [1.89, 1.01, -3.96], [1.95, 0.86, -5.15], [2.63, 0.46, -3.04], [-0.60, 3.00, -0.21], [-1.13, 3.92, 0.32], [-0.20, 1.87, 0.51], [-1.42, 5.59, -4.20], [-1.36, 4.72, -1.97], [0.69, 2.97, -5.33], [1.01, -1.60, -2.26], [2.26, -3.03, -2.52], [1.90, -3.41, -0.83], [3.39, -1.90, -1.81], [3.36, -4.30, -2.62], [2.49, -2.46, -4.08], [0.86, -3.92, -2.93], [-0.82, 3.07, 3.04], [-0.31, 1.63, 2.12], [1.37, 1.24, 2.54], [1.72, 0.39, 3.59], [3.06, 0.17, 3.89], [4.05, 0.81, 3.15], [3.70, 1.69, 2.13], [2.37, 1.90, 1.82], [-1.59, 0.39, 2.26], [-1.57, -0.63, 3.21], [-2.66, -1.49, 3.31], [-3.76, -1.32, 2.47], [-3.77, -0.29, 1.53], [-2.69, 0.56, 1.42], [-0.83, 2.76, 4.09], [-1.81, 3.39, 2.74], [-0.11, 3.88, 2.90], [0.97, -0.10, 4.20], [3.33, -0.50, 4.70], [5.09, 0.64, 3.39], [4.47, 2.21, 1.58], [2.12, 2.63, 1.06], [-0.74, -0.77, 3.87], [-2.65, -2.28, 4.05], [-4.61, -1.97, 2.57], [-4.63, -0.16, 0.89], [-2.73, 1.36, 0.69], [0.11, -1.80, 0.56], [-0.83, -2.98, -0.33], [-0.72, -4.26, -0.11], [-1.45, -5.14, -1.04], [-2.55, -4.27, -1.65], [-1.99, -2.54, -1.47], [0.06, -4.62, 0.43], [-1.86, -5.99, -0.50], [-0.75, -5.50, -1.80], [-3.51, -4.37, -1.14], [-2.69, -4.47, -2.71]], "lumo_ha": [-0.22486, -0.34573], "gap_ev": [8.376, 5.083], "total_energy_ha": -5539.9569, "multiplicity": 2, "e_above_lowest_kcal_mol": 0.00, "charge": 2}


(2)
{"formula": "C8H13NOS2", "method": "ωB97M-V/def2-TZVPD", "species": ["C", "C", "C", "C", "C", "C", "C", "C", "N", "O", "S", "S", "H", "H", "H", "H", "H", "H", "H", "H", "H", "H", "H", "H", "H"], "xyz": [[-0.78, 1.50, 0.63], [-1.40, 0.37, 0.02], [-0.49, 2.36, -0.41], [-0.57, 1.62, 2.08], [-1.96, -0.80, 0.83], [2.48, 1.34, -0.39], [0.34, -2.83, -1.95], [1.54, -1.18, -0.05], [-1.30, 0.45, -1.29], [-0.78, 1.69, -1.59], [1.91, -0.01, -1.18], [1.06, -2.83, -0.30], [-0.28, 0.63, 2.38], [0.11, 2.43, 2.22], [-1.58, 1.88, 2.46], [-2.94, -0.63, 1.14], [-1.82, -1.79, 0.27], [-1.45, -0.95, 1.77], [2.72, 1.35, 0.71], [-0.12, 3.36, -0.46], [3.00, 1.89, -1.07], [-0.50, -2.26, -1.90], [0.01, -3.96, -2.04], [0.95, -2.58, -2.79], [1.85, -1.05, 0.92]], "lumo_ha": [0.02649, -0.02109], "gap_ev": [6.472, 8.489], "total_energy_ha": -1238.7837, "multiplicity": 3, "e_above_lowest_kcal_mol": 2.67}


(3)
{"formula": "C4H7NO", "method": "ωB97M-V/def2-TZVPD", "species": ["C", "C", "C", "O", "C", "N", "H", "H", "H", "H", "H", "H", "H"], "xyz": [[1.54, -0.56, -0.07], [0.09, -0.13, -0.01], [-1.10, -0.98, 0.53], [-2.20, -0.67, 0.10], [-0.25, 1.33, 0.12], [-0.37, 0.67, -1.16], [1.68, -1.41, -0.74], [2.16, 0.26, -0.45], [1.90, -0.82, 0.93], [-1.49, -1.77, 1.18], [-1.16, 1.58, 0.68], [0.55, 2.06, 0.21], [-1.36, 0.44, -1.31]], "lumo_ha": 0.03410, "gap_ev": 10.623, "total_energy_ha": -286.5234, "smiles": "C[C@@]1(C=O)CN1", "e_above_lowest_kcal_mol": 67.96}


(4)
{"formula": "C62H49As2BrF4HfP2S4Se4Si", "method": "ωB97M-V/def2-TZVPD", "species": ["Hf", "F", "C", "C", "F", "C", "F", "C", "P", "C", "C", "C", "C", "C", "C", "C", "C", "C", "C", "C", "C", "C", "Br", "C", "F", "H", "H", "H", "H", "H", "H", "H", "H", "H", "H", "S", "As", "S", "S", "S", "Se", "Se", "Se", "Se", "C", "C", "As", "C", "C", "C", "C", "C", "C", "C", "C", "C", "C", "C", "C", "P", "C", "C", "C", "C", "C", "C", "C", "C", "C", "C", "C", "C", "H", "H", "H", "H", "H", "H", "H", "H", "H", "H", "H", "H", "H", "H", "H", "H", "H", "H", "H", "H", "H", "H", "H", "H", "C", "C", "C", "C", "C", "C", "Si", "C", "C", "C", "C", "C", "C", "C", "C", "C", "C", "C", "C", "H", "H", "H", "H", "H", "H", "H", "H", "H", "H", "H", "H", "H", "H", "H"], "xyz": [[-0.55, -2.46, 1.20], [-1.17, 2.75, 7.62], [-0.51, 1.92, 6.80], [0.42, 1.04, 7.31], [0.69, 1.04, 8.62], [1.10, 0.20, 6.45], [2.04, -0.57, 7.03], [0.86, 0.16, 5.09], [1.79, -0.95, 3.90], [2.06, -2.49, 4.88], [3.18, -3.26, 4.59], [3.40, -4.47, 5.24], [2.48, -4.93, 6.17], [1.34, -4.18, 6.44], [1.13, -2.97, 5.80], [3.40, -0.02, 4.08], [3.47, 1.15, 3.31], [4.57, 1.98, 3.37], [5.64, 1.66, 4.20], [5.59, 0.50, 4.95], [4.47, -0.34, 4.90], [-0.05, 1.10, 4.60], [-0.37, 1.36, 2.76], [-0.73, 1.96, 5.44], [-1.59, 2.88, 4.99], [3.88, -2.93, 3.84], [4.28, -5.05, 5.00], [2.65, -5.87, 6.68], [0.61, -4.54, 7.15], [0.23, -2.41, 6.01], [2.64, 1.40, 2.65], [4.60, 2.88, 2.76], [6.51, 2.30, 4.24], [6.42, 0.23, 5.59], [4.44, -1.23, 5.51], [-3.77, 0.23, 4.02], [-3.12, -1.33, 2.76], [-1.29, -2.26, 3.60], [-2.29, -0.61, 0.82], [-4.58, -2.84, 2.40], [-1.86, -3.61, -0.98], [-2.34, -4.69, 1.03], [-0.49, -6.20, 1.09], [1.09, -4.62, 1.82], [-3.11, 2.11, -1.17], [-3.74, 2.91, -2.32], [-5.69, 2.61, -2.55], [-5.71, 0.73, -2.09], [-5.10, -0.24, -2.90], [-4.92, -1.53, -2.43], [-5.34, -1.87, -1.15], [-5.98, -0.92, -0.36], [-6.16, 0.37, -0.83], [-5.77, 2.40, -4.50], [-4.97, 3.15, -5.35], [-5.06, 3.00, -6.73], [-5.98, 2.12, -7.28], [-6.82, 1.39, -6.44], [-6.71, 1.53, -5.06], [-1.26, 1.89, -1.18], [-0.84, 3.66, -1.47], [-0.71, 4.33, -2.69], [-0.41, 5.69, -2.73], [-0.24, 6.41, -1.55], [-0.38, 5.76, -0.33], [-0.67, 4.40, -0.29], [-1.07, 1.05, -2.79], [-1.89, -0.06, -3.01], [-1.79, -0.80, -4.18], [-0.84, -0.47, -5.14], [0.03, 0.58, -4.90], [-0.08, 1.34, -3.73], [-3.52, 1.10, -1.12], [-3.32, 2.57, -0.21], [-3.26, 2.69, -3.28], [-3.61, 3.98, -2.13], [-4.74, 0.03, -3.89], [-4.39, -2.26, -3.04], [-5.13, -2.85, -0.75], [-6.28, -1.19, 0.65], [-6.62, 1.12, -0.19], [-4.25, 3.85, -4.95], [-4.41, 3.57, -7.38], [-6.05, 1.99, -8.35], [-7.54, 0.70, -6.85], [-7.36, 0.95, -4.41], [-0.86, 3.79, -3.62], [-0.31, 6.19, -3.68], [-0.01, 7.46, -1.58], [-0.25, 6.30, 0.60], [-0.76, 3.90, 0.66], [-2.60, -0.37, -2.25], [-2.44, -1.66, -4.33], [-0.76, -1.05, -6.05], [0.81, 0.82, -5.61], [0.64, 2.12, -3.53], [1.82, -4.43, -3.92], [2.76, -4.67, -2.92], [2.82, -3.84, -1.80], [1.94, -2.76, -1.65], [1.02, -2.54, -2.68], [0.96, -3.35, -3.80], [1.83, -1.59, -0.13], [3.55, -1.75, 0.72], [4.44, -0.67, 0.87], [5.70, -0.82, 1.44], [6.13, -2.06, 1.88], [5.29, -3.15, 1.74], [4.02, -2.99, 1.18], [2.14, 0.09, -1.01], [2.87, 0.14, -2.21], [3.35, 1.34, -2.72], [3.12, 2.54, -2.05], [2.39, 2.52, -0.86], [1.91, 1.31, -0.36], [1.76, -5.08, -4.78], [3.44, -5.51, -3.01], [3.57, -4.04, -1.05], [0.34, -1.69, -2.61], [0.22, -3.15, -4.57], [4.14, 0.32, 0.53], [6.34, 0.05, 1.55], [7.12, -2.17, 2.33], [5.61, -4.13, 2.08], [3.38, -3.86, 1.12], [3.08, -0.78, -2.75], [3.91, 1.35, -3.65], [3.49, 3.47, -2.44], [2.21, 3.44, -0.32], [1.36, 1.31, 0.58]], "lumo_ha": 0.13317, "gap_ev": 6.197, "total_energy_ha": -22056.0579, "e_above_lowest_kcal_mol": 17.53, "charge": -2}